a) 100
Properties=species:S:1:pos:R:3:lowdin_spin:R:1 method="wB97M-V/def2-TZVPD" gap_ev="5.1 / 4.3" charge=0 e_homo_ev="-4.96 / -7.13" e_lumo_ev="0.2 / -2.8" spin_multiplicity=4
Ti 0.190 0.256 0.418 1.66
C 2.980 -0.857 1.331 0.01
N 1.606 -1.325 1.064 0.02
C 1.064 -1.890 2.317 0.01
C 1.661 -2.373 0.016 0.01
C 1.186 -1.840 -1.329 0.01
N -0.151 -1.240 -1.215 0.02
C -0.563 -0.636 -2.492 0.03
C 0.281 0.469 -3.060 0.15
C 0.219 0.694 -4.402 0.01
C 0.918 1.750 -5.017 0.25
C 1.742 2.558 -4.204 0.02
C 1.878 2.390 -2.854 0.16
C 1.088 1.331 -2.208 0.19
O 1.133 1.100 -0.976 0.24
C 2.829 3.263 -2.044 0.01
C 2.023 4.107 -1.043 0.01
C 3.841 2.373 -1.294 0.01
C 3.628 4.217 -2.936 0.00
C 0.764 1.984 -6.505 0.03
C 1.601 3.161 -7.012 0.00
C 1.185 0.719 -7.273 0.02
C -0.718 2.286 -6.800 0.02
C -1.150 -2.297 -0.913 0.00
C -2.542 -1.764 -0.759 0.01
C -3.607 -2.269 -1.486 0.00
C -4.898 -1.831 -1.257 0.00
C -5.068 -0.866 -0.257 0.00
C -4.041 -0.290 0.466 0.00
C -2.698 -0.735 0.205 0.01
O -1.624 -0.313 0.827 0.03
C -4.338 0.805 1.494 0.00
C -3.777 0.398 2.866 0.00
C -5.838 1.061 1.650 0.00
C -3.711 2.122 1.013 0.00
C -6.109 -2.320 -2.044 0.00
C -7.141 -2.940 -1.088 0.00
C -5.734 -3.374 -3.087 0.00
C -6.749 -1.130 -2.780 0.00
H 3.620 -1.699 1.625 0.00
H 3.396 -0.391 0.437 0.00
H 2.983 -0.133 2.139 0.00
H 1.601 -2.804 2.603 0.00
H 1.177 -1.168 3.121 0.00
H 0.003 -2.109 2.203 0.00
H 2.682 -2.746 -0.103 0.00
H 1.048 -3.220 0.319 0.00
H 1.878 -1.071 -1.670 0.00
H 1.185 -2.658 -2.066 0.00
H -0.634 -1.427 -3.255 0.00
H -1.578 -0.258 -2.338 0.01
H -0.390 0.027 -5.001 0.00
H 2.305 3.344 -4.680 0.00
H 1.377 3.485 -0.436 0.00
H 2.699 4.647 -0.379 0.00
H 1.405 4.837 -1.572 0.00
H 3.349 1.786 -0.526 0.00
H 4.349 1.698 -1.988 0.00
H 4.591 3.003 -0.813 0.00
H 2.973 4.908 -3.470 0.00
H 4.292 4.811 -2.309 0.00
H 4.238 3.670 -3.659 0.00
H 2.668 2.999 -6.849 0.00
H 1.442 3.274 -8.085 0.00
H 1.306 4.094 -6.530 0.00
H 2.227 0.471 -7.068 0.00
H 0.567 -0.138 -7.003 0.00
H 1.076 0.887 -8.345 0.00
H -1.042 3.170 -6.249 0.00
H -0.855 2.472 -7.866 0.00
H -1.360 1.452 -6.514 0.00
H -1.121 -3.057 -1.707 0.00
H -0.859 -2.769 0.026 0.00
H -3.409 -3.038 -2.226 0.00
H -6.076 -0.532 -0.049 0.00
H -4.276 -0.508 3.218 0.00
H -2.708 0.211 2.807 0.00
H -3.948 1.196 3.593 0.00
H -6.367 0.178 2.015 0.00
H -5.982 1.867 2.372 0.00
H -6.286 1.380 0.706 0.00
H -2.672 1.978 0.767 0.00
H -4.232 2.481 0.121 0.00
H -3.777 2.888 1.789 0.00
H -6.693 -3.765 -0.532 0.00
H -7.510 -2.206 -0.371 0.00
H -7.997 -3.323 -1.650 0.00
H -5.292 -4.256 -2.618 0.00
H -6.631 -3.694 -3.621 0.00
H -5.031 -2.975 -3.821 0.00
H -7.098 -0.372 -2.079 0.00
H -6.023 -0.664 -3.449 0.00
H -7.605 -1.465 -3.373 0.00
F -0.050 0.823 2.501 0.01
P 0.551 2.379 2.365 0.00
F 1.396 2.127 3.696 0.00
F 1.167 3.822 2.154 0.00
F 1.771 1.702 1.479 0.01
F -0.702 2.926 3.159 0.00
F -0.281 2.493 0.939 0.02



b) 100
Properties=species:S:1:pos:R:3:lowdin_spin:R:1 method="wB97M-V/def2-TZVPD" gap_ev="6.7 / 4.7" charge=0 e_homo_ev="-6.46 / -7.11" e_lumo_ev="0.3 / -2.4" spin_multiplicity=4
Ti 0.412 -1.397 1.926 0.91
C -3.069 -2.754 1.951 0.07
N -2.807 -3.210 0.612 0.63
C -2.558 -4.612 0.360 0.05
C -2.600 -2.321 -0.511 0.06
C -2.868 -0.847 -0.260 0.00
N -1.733 -0.105 0.304 0.00
C -2.287 0.997 1.103 0.02
C -1.347 2.087 1.548 0.16
C -1.782 3.387 1.566 0.01
C -0.980 4.423 2.066 0.22
C 0.320 4.117 2.527 -0.01
C 0.838 2.851 2.532 0.13
C -0.027 1.785 2.054 0.11
O 0.365 0.606 2.036 0.27
C 2.254 2.521 2.978 0.01
C 3.019 1.860 1.815 0.01
C 2.212 1.572 4.188 0.01
C 3.019 3.781 3.388 0.00
C -1.446 5.872 2.097 0.03
C -2.899 6.029 1.645 0.00
C -0.550 6.694 1.157 0.02
C -1.323 6.416 3.528 0.01
C -0.884 0.415 -0.789 0.00
C -0.219 -0.635 -1.635 0.01
C -0.657 -0.839 -2.939 0.00
C 0.008 -1.692 -3.808 0.00
C 1.179 -2.283 -3.328 0.00
C 1.667 -2.104 -2.037 0.00
C 0.928 -1.294 -1.144 0.01
O 1.297 -1.130 0.105 0.03
C 2.987 -2.734 -1.581 0.00
C 2.774 -3.635 -0.353 0.00
C 3.965 -1.604 -1.222 0.00
C 3.632 -3.588 -2.676 0.00
C -0.517 -1.906 -5.227 0.00
C -0.444 -0.587 -6.010 0.00
C 0.290 -2.960 -5.986 0.00
C -1.978 -2.374 -5.173 0.00
H -4.089 -2.354 1.997 0.03
H -2.351 -1.977 2.242 0.02
H -2.962 -3.584 2.640 0.00
H -3.473 -5.061 -0.041 0.03
H -2.273 -5.105 1.283 0.00
H -1.755 -4.700 -0.368 0.01
H -3.236 -2.699 -1.321 0.02
H -1.562 -2.464 -0.827 0.02
H -3.738 -0.728 0.387 0.00
H -3.146 -0.411 -1.231 0.00
H -2.739 0.557 1.999 0.01
H -3.090 1.502 0.541 0.00
H -2.771 3.606 1.187 0.00
H 0.935 4.932 2.878 0.00
H 2.605 0.893 1.534 0.00
H 4.056 1.707 2.118 0.00
H 3.017 2.507 0.934 0.00
H 1.692 0.641 3.974 0.00
H 1.730 2.059 5.038 0.00
H 3.234 1.318 4.476 0.00
H 3.105 4.495 2.566 0.00
H 4.029 3.494 3.682 0.00
H 2.559 4.282 4.243 0.00
H -3.039 5.723 0.607 0.00
H -3.185 7.078 1.720 0.00
H -3.583 5.452 2.271 0.00
H -0.614 6.324 0.132 0.00
H 0.496 6.657 1.464 0.00
H -0.867 7.738 1.165 0.00
H -1.920 5.825 4.225 0.00
H -1.684 7.446 3.558 0.00
H -0.293 6.414 3.882 0.00
H -0.102 1.026 -0.339 0.00
H -1.489 1.067 -1.440 0.00
H -1.533 -0.291 -3.275 0.00
H 1.737 -2.922 -3.995 0.00
H 2.533 -3.055 0.534 0.00
H 3.684 -4.208 -0.155 0.00
H 1.961 -4.344 -0.532 0.00
H 3.573 -1.005 -0.401 0.00
H 4.130 -0.952 -2.084 0.00
H 4.928 -2.022 -0.918 0.00
H 2.986 -4.414 -2.981 0.00
H 4.558 -4.016 -2.289 0.00
H 3.884 -3.001 -3.562 0.00
H 0.584 -0.224 -6.053 0.00
H -1.053 0.187 -5.539 0.00
H -0.804 -0.724 -7.033 0.00
H 1.321 -2.641 -6.146 0.00
H -0.160 -3.128 -6.967 0.00
H 0.305 -3.914 -5.455 0.00
H -2.620 -1.627 -4.702 0.00
H -2.063 -3.302 -4.602 0.00
H -2.361 -2.556 -6.180 0.00
F -1.046 -1.256 3.231 0.05
P 0.927 -4.644 2.546 0.00
F -0.477 -2.947 1.062 0.05
F 1.899 -1.715 2.973 -0.01
F 1.528 -5.684 3.587 0.00
F 0.278 -5.726 1.570 0.00
F -0.387 -4.335 3.382 0.00



Pick a): it beats the second-best structure by 0.0326 hartree.



a) 8
Properties=species:S:1:pos:R:3:nbo_charge:R:1 method="wB97M-V/def2-TZVPD" gap_ev="9.3 / 8.1" charge=0 e_homo_ev="-10.60 / -9.43" e_lumo_ev="-1.3 / -1.4"
C 1.093 -0.290 0.454 0.22
C -0.726 0.872 -0.406 0.41
O 1.877 -0.562 -0.404 -0.46
O -1.610 0.379 0.175 -0.17
F -2.119 -1.224 -0.243 -0.52
H 0.666 -0.986 1.117 0.17
H -0.231 0.986 -1.265 0.21
H 1.051 0.825 0.571 0.13



b) 8
Properties=species:S:1:pos:R:3:nbo_charge:R:1 method="wB97M-V/def2-TZVPD" gap_ev="7.7 / 10.5" charge=0 e_homo_ev="-8.57 / -10.55" e_lumo_ev="-0.8 / 0.0"
C -0.350 0.101 -0.395 -0.21
C 0.018 0.180 0.982 0.22
O 0.651 -0.312 -1.296 -0.13
O 1.798 -0.747 -0.841 -0.18
F -1.006 0.569 1.800 -0.32
H -1.247 -0.632 -0.700 0.21
H -0.836 0.991 -0.820 0.23
H 0.971 -0.149 1.269 0.19



Pick b): it beats the second-best structure by 0.0029 hartree.



a) 9
Properties=species:S:1:pos:R:3:nbo_charge:R:1 method="wB97M-V/def2-TZVPD" gap_ev=9.1 charge=0 e_homo_ev=-8.16 e_lumo_ev=0.9
C -1.156 -0.125 0.354 -0.66
C 0.077 0.072 -0.134 0.49
O 0.360 1.054 -1.035 -0.69
N 1.206 -0.671 0.169 -0.83
H -1.410 -1.007 0.925 0.21
H -0.483 1.295 -1.441 0.49
H -1.923 0.626 0.204 0.20
H 2.072 -0.279 -0.174 0.39
H 1.258 -0.964 1.131 0.39



b) 9
Properties=species:S:1:pos:R:3:nbo_charge:R:1 method="wB97M-V/def2-TZVPD" gap_ev=10.8 charge=0 e_homo_ev=-9.96 e_lumo_ev=0.8
C 0.872 0.340 1.084 -0.74
C -0.061 -0.286 -0.013 0.70
N -0.012 0.646 -1.160 -0.89
O -0.977 -1.066 0.007 -0.55
H 1.982 0.459 0.862 0.24
H 0.418 1.274 1.442 0.24
H 0.840 -0.241 2.099 0.23
H -0.923 0.883 -1.444 0.39
H 0.717 1.306 -1.323 0.38



c) 9
Properties=species:S:1:pos:R:3:nbo_charge:R:1 method="wB97M-V/def2-TZVPD" gap_ev=10.8 charge=0 e_homo_ev=-10.05 e_lumo_ev=0.8
C -1.228 0.066 0.001 -0.72
C 0.274 0.402 0.068 0.69
O 0.691 1.531 0.202 -0.57
N 1.087 -0.750 -0.154 -0.88
H -1.677 0.429 0.930 0.24
H -1.480 -0.994 -0.126 0.23
H -1.654 0.624 -0.842 0.24
H 2.119 -0.285 -0.464 0.37
H 1.993 -0.853 0.444 0.40



d) 9
Properties=species:S:1:pos:R:3:nbo_charge:R:1 method="wB97M-V/def2-TZVPD" gap_ev=10.7 charge=0 e_homo_ev=-9.59 e_lumo_ev=1.1
C 2.548 0.175 0.094 -0.24
C 1.466 -0.192 -0.227 -0.29
H -1.240 -0.847 0.950 0.47
H -0.995 1.276 0.087 0.34
H -2.466 0.739 -0.671 0.35
H 3.573 0.575 0.375 0.25
H 0.501 -0.593 -0.449 0.25
N -1.823 0.620 0.076 -0.55
O -1.336 -0.674 -0.003 -0.58



Pick b): it beats the second-best structure by 0.0026 hartree.



a) 16
Properties=species:S:1:pos:R:3:nbo_charge:R:1 method="wB97M-V/def2-TZVPD" gap_ev=10.2 charge=+1 e_homo_ev=-13.49 e_lumo_ev=-3.3
C -2.719 -0.225 0.160 -0.38
C -1.492 -0.169 -0.316 -0.07
C 0.683 1.078 -0.454 0.55
N 1.639 -1.392 0.383 -0.40
N -0.408 0.679 0.197 -0.63
O 1.491 1.866 0.283 -0.63
O 1.933 -0.291 -0.433 -0.55
H -3.523 -0.760 -0.479 0.25
H -3.137 0.308 0.971 0.23
H -1.139 -0.875 -1.179 0.21
H 0.579 1.141 -1.552 0.22
H 1.805 -1.058 1.406 0.43
H 0.664 -1.665 0.048 0.43
H 2.224 -2.115 0.132 0.42
H -0.487 0.991 1.149 0.42
H 1.888 2.488 -0.316 0.51



b) 16
Properties=species:S:1:pos:R:3:nbo_charge:R:1 method="wB97M-V/def2-TZVPD" gap_ev=12.5 charge=+1 e_homo_ev=-15.60 e_lumo_ev=-3.1
C 0.822 1.429 -0.235 0.91
C -0.580 -2.036 -0.370 -0.64
C 0.003 -0.754 0.272 0.25
N 1.202 2.135 -1.274 -0.76
N -0.935 -0.054 1.228 -0.79
O 0.613 1.808 0.918 -0.60
O 0.475 0.141 -0.643 -0.50
H -1.664 -1.768 -0.540 0.22
H -0.003 -2.097 -1.326 0.25
H -0.447 -3.010 0.164 0.26
H 0.670 -1.058 0.988 0.18
H 1.429 3.086 -1.211 0.44
H 1.436 1.599 -2.169 0.45
H -0.955 -0.588 2.115 0.44
H -0.206 0.919 1.245 0.45
H -1.860 0.249 0.838 0.43



c) 16
Properties=species:S:1:pos:R:3:nbo_charge:R:1 method="wB97M-V/def2-TZVPD" gap_ev=11.6 charge=+1 e_homo_ev=-14.85 e_lumo_ev=-3.2
O 1.394 -1.737 0.833 -0.56
C 0.724 -1.376 1.743 0.64
O 0.490 -0.055 1.942 -0.71
H 0.204 -2.048 2.439 0.13
H 0.013 0.080 2.774 0.51
C -1.899 0.148 -1.015 -0.42
N 1.686 0.905 -0.811 -0.70
C 0.382 0.926 -0.657 0.42
N -0.448 0.078 -1.201 -0.51
H -2.388 -0.332 -1.857 0.24
H -2.215 1.183 -1.035 0.23
H -2.210 -0.325 -0.085 0.22
H 2.140 0.111 -1.246 0.43
H 2.232 1.492 -0.196 0.44
H -0.041 1.734 -0.073 0.22
H -0.063 -0.784 -1.557 0.42



d) 16
Properties=species:S:1:pos:R:3:nbo_charge:R:1 method="wB97M-V/def2-TZVPD" gap_ev=12.3 charge=+1 e_homo_ev=-15.45 e_lumo_ev=-3.1
C 2.603 -0.186 -0.305 0.90
C -1.994 0.505 0.628 -0.67
C -0.933 0.113 -0.382 0.23
N 3.263 0.712 0.082 -0.67
N -0.424 -1.230 -0.247 -0.72
O 2.086 -1.201 -0.597 -0.59
O 0.205 0.943 -0.115 -0.72
H -2.892 -0.066 0.299 0.26
H -1.427 0.395 1.584 0.22
H -2.260 1.558 0.572 0.26
H -1.106 0.162 -1.501 0.20
H 3.778 1.514 -0.245 0.46
H -0.041 1.464 0.671 0.49
H -0.639 -1.582 0.729 0.43
H -0.893 -1.846 -0.879 0.43
H 0.673 -1.256 -0.294 0.47



Pick c): it beats the second-best structure by 0.0213 hartree.